1.
{"formula": "C8H7NO", "method": "wB97M-V/def2-TZVPD", "species": ["C", "C", "C", "C", "C", "C", "C", "C", "N", "O", "H", "H", "H", "H", "H", "H", "H"], "coordinates": [[-1.582, -1.479, -0.238], [1.850, 0.946, -1.968], [0.958, -0.147, -1.678], [1.838, 1.727, -0.862], [0.409, 0.096, -0.454], [-1.577, 0.043, 1.627], [-0.525, -0.976, 1.845], [-0.818, -0.596, 0.435], [-2.234, -2.251, -0.707], [0.959, 1.196, 0.026], [2.141, 1.134, -2.947], [0.568, -0.747, -2.493], [2.362, 2.606, -0.617], [-2.725, -0.113, 1.776], [-1.220, 1.046, 1.758], [0.341, -0.556, 2.260], [-0.745, -1.930, 2.237]], "mulliken_charge": [0.17, -0.33, -0.34, -0.54, -0.06, -0.50, -0.85, 0.92, -0.47, -0.33, 0.42, 0.34, 0.46, 0.27, 0.25, 0.27, 0.32], "smiles": "N#CC1(c2ccco2)CC1", "e_tot_ha": -438.92919, "homo_ev": -9.0, "gap_ev": 9.9}


2.
{"formula": "C21H30NNiO5P2Si", "method": "wB97M-V/def2-TZVPD", "species": ["Ni", "O", "C", "C", "C", "N", "C", "C", "C", "O", "O", "C", "O", "O", "H", "H", "H", "C", "P", "C", "C", "C", "C", "C", "C", "C", "P", "C", "C", "H", "H", "H", "H", "H", "H", "H", "H", "H", "H", "H", "H", "H", "H", "H", "H", "C", "Si", "C", "C", "C", "H", "H", "H", "H", "H", "H", "H", "H", "H", "H", "H"], "coordinates": [[0.053, 0.166, 0.180], [1.100, 3.395, 5.029], [1.263, 2.853, 3.785], [2.044, 1.789, 3.447], [1.920, 1.143, 2.196], [1.018, 1.529, 1.318], [0.418, 2.752, 1.518], [0.452, 3.412, 2.759], [-0.466, 3.356, 0.371], [0.063, 3.332, -0.796], [-1.536, 3.885, 0.667], [2.894, -0.046, 2.010], [3.835, -0.029, 2.821], [2.685, -0.978, 1.167], [1.422, 2.777, 5.699], [2.791, 1.370, 4.126], [-0.195, 4.258, 2.979], [2.292, -1.622, -1.851], [1.478, 0.009, -1.541], [2.583, 1.428, -1.542], [0.541, 0.370, -3.029], [1.098, 0.335, -4.295], [0.335, 0.626, -5.439], [-1.005, 0.837, -5.310], [-1.601, 0.720, -4.057], [-0.862, 0.577, -2.921], [-1.489, 0.487, -1.269], [-2.601, -0.914, -1.390], [-2.659, 1.859, -1.254], [1.806, -2.419, -1.285], [3.361, -1.608, -1.474], [2.314, -1.825, -2.902], [3.217, 1.471, -2.482], [3.338, 1.297, -0.764], [1.998, 2.326, -1.424], [2.178, 0.209, -4.409], [0.852, 0.576, -6.380], [-1.513, 0.871, -6.224], [-2.677, 0.833, -3.889], [-3.278, -0.673, -2.237], [-3.115, -1.026, -0.447], [-2.036, -1.809, -1.600], [-3.356, 1.685, -2.110], [-2.166, 2.812, -1.491], [-3.179, 1.962, -0.322], [-0.954, -2.605, 3.956], [-0.945, -2.587, 2.029], [0.459, -3.557, 1.253], [-2.437, -3.556, 1.314], [-0.906, -0.800, 1.585], [-1.501, -3.376, 4.462], [-1.211, -1.626, 4.362], [0.074, -2.783, 4.239], [0.774, -3.149, 0.281], [0.067, -4.576, 1.025], [1.374, -3.655, 1.864], [-2.265, -4.533, 1.771], [-2.253, -3.621, 0.280], [-3.483, -3.263, 1.636], [-0.481, -0.305, 2.517], [-1.929, -0.368, 1.486]], "mulliken_charge": [-0.88, -0.55, 0.87, -0.87, 0.22, 0.98, 0.23, -0.54, -0.15, -0.65, -0.73, 0.06, -0.79, -0.53, 0.31, 0.48, 0.47, -1.18, 1.62, -1.34, -0.43, -0.71, -0.58, -1.07, -0.50, 0.26, 2.01, -1.33, -1.72, 0.10, 0.30, 0.56, 0.47, 0.42, 0.30, 0.36, 0.41, 0.38, 0.21, 0.54, 0.47, 0.30, 0.54, 0.40, 0.46, -1.35, 0.39, -0.37, -1.18, -0.39, 0.39, 0.34, 0.38, -0.50, 0.37, 0.32, 0.34, 0.33, 0.28, -0.02, 0.50], "e_tot_ha": -3729.76794, "homo_ev": [-4.5, -5.4], "gap_ev": [7.1, 7.9], "multiplicity": 3, "s_squared": 2.010, "charge": -1}


3.
{"formula": "C3H2N2O", "method": "wB97M-V/def2-TZVPD", "species": ["C", "C", "C", "N", "N", "O", "H", "H"], "coordinates": [[-1.128, 0.676, -1.528], [0.337, -0.121, 1.558], [0.442, -0.417, -0.936], [-1.942, 1.361, -1.958], [0.176, -0.368, 0.323], [1.080, -1.050, -1.686], [-0.185, -0.548, 2.391], [1.220, 0.466, 1.835]], "mulliken_charge": [0.00, -0.17, 0.49, -0.35, -0.11, -0.37, 0.27, 0.24], "e_tot_ha": -300.14670, "homo_ev": -11.2, "gap_ev": 10.0}


4.
{"formula": "C4H16BKO4", "method": "wB97M-V/def2-TZVPD", "species": ["K", "B", "H", "H", "H", "H", "C", "C", "O", "O", "H", "H", "H", "H", "H", "H", "C", "C", "O", "O", "H", "H", "H", "H", "H", "H"], "coordinates": [[-1.584, 0.057, -0.235], [0.230, 2.360, -0.254], [0.948, 1.464, -0.436], [-0.702, 2.279, -0.926], [-0.134, 2.428, 0.855], [0.858, 3.323, -0.430], [-1.064, -3.703, -3.656], [-0.824, -2.242, -3.290], [-0.714, -2.056, -1.885], [-2.264, -4.186, -3.064], [-0.202, -4.281, -3.328], [-1.125, -3.767, -4.747], [-1.674, -1.624, -3.587], [0.066, -1.861, -3.801], [-0.002, -2.568, -1.487], [-2.970, -3.717, -3.521], [0.753, 2.233, 3.735], [1.590, 1.165, 3.049], [0.900, 0.466, 2.044], [1.366, 2.584, 4.965], [-0.273, 1.879, 3.941], [0.570, 3.091, 3.077], [1.977, 0.452, 3.775], [2.462, 1.691, 2.642], [0.769, 1.099, 1.298], [1.043, 3.434, 5.266]], "mulliken_charge": [0.78, 0.22, -0.12, -0.38, -0.21, -0.20, -0.50, -0.37, -0.45, -0.49, 0.37, 0.28, 0.29, 0.30, 0.27, 0.31, -0.30, -0.41, -0.45, -0.52, 0.21, 0.29, 0.33, 0.24, 0.20, 0.31], "e_tot_ha": -1087.66663, "homo_ev": -8.9, "gap_ev": 8.4}


5.
{"formula": "CH14O5S2", "method": "wB97M-V/def2-TZVPD", "species": ["C", "S", "S", "H", "H", "H", "H", "H", "H", "O", "H", "H", "O", "H", "H", "O", "H", "H", "O", "H", "H", "O"], "coordinates": [[-3.390, 3.182, -2.284], [-2.662, 4.553, -3.121], [-1.641, 5.493, -1.614], [-3.521, 2.298, -2.951], [-4.445, 3.457, -2.159], [-3.025, 2.776, -1.348], [-0.350, 5.410, -1.925], [4.645, 2.412, 2.211], [4.434, 1.514, 0.939], [4.705, 1.516, 1.866], [-2.146, 0.206, -0.732], [-0.951, 0.573, -1.547], [-1.866, 0.286, -1.652], [0.312, -3.167, 1.976], [-1.131, -2.694, 1.317], [-0.179, -2.766, 1.247], [2.246, -4.824, -0.503], [1.474, -3.487, -0.276], [1.912, -4.219, 0.164], [1.636, -4.630, 4.002], [2.355, -3.657, 3.272], [1.587, -4.231, 3.118]], "mulliken_charge": [-0.73, 0.35, 0.01, 0.36, 0.40, 0.33, 0.28, 0.32, 0.31, -0.64, 0.33, 0.33, -0.66, 0.39, 0.31, -0.65, 0.30, 0.30, -0.60, 0.29, 0.31, -0.65], "e_tot_ha": -1218.70058, "homo_ev": [-12.3, -12.3], "gap_ev": [7.1, 3.4], "multiplicity": 2, "s_squared": 0.755, "charge": 1}


6.
{"formula": "C11H14OSi", "method": "wB97M-V/def2-TZVPD", "species": ["C", "C", "C", "C", "C", "C", "C", "C", "C", "C", "C", "O", "Si", "H", "H", "H", "H", "H", "H", "H", "H", "H", "H", "H", "H", "H", "H"], "coordinates": [[1.497, 3.030, 3.202], [2.284, 2.612, 2.168], [0.148, 2.877, 3.170], [1.727, 1.916, 1.074], [-0.439, 2.254, 2.123], [0.372, 1.826, 1.009], [-0.276, -2.049, -1.279], [0.120, -0.875, -0.549], [0.742, -3.834, -2.578], [0.447, -3.328, -1.164], [-2.134, 1.442, -1.020], [-0.165, -4.231, -0.274], [-0.441, 0.815, -0.375], [1.997, 3.577, 3.978], [3.371, 2.833, 2.178], [-0.459, 3.263, 4.078], [2.387, 1.611, 0.205], [-1.568, 2.227, 2.085], [-0.872, -1.884, -2.240], [0.709, -1.013, 0.382], [1.511, -3.266, -2.948], [-0.149, -4.043, -3.282], [1.418, -3.146, -0.570], [-2.864, 1.077, -0.381], [-2.070, 2.579, -1.123], [-2.192, 1.114, -2.076], [-0.732, -4.715, -0.762]], "mulliken_charge": [-0.40, -0.43, -0.35, -0.23, -0.33, 0.47, -0.42, -0.02, -1.06, 0.29, -1.01, -0.48, -0.28, 0.36, 0.31, 0.24, 0.30, 0.23, 0.21, 0.31, 0.44, 0.31, 0.26, 0.37, 0.29, 0.32, 0.30], "e_tot_ha": -792.08351, "homo_ev": [-6.4, -8.6], "gap_ev": [6.2, 8.2]}


7.
{"formula": "C4H2NO3", "method": "wB97M-V/def2-TZVPD", "species": ["C", "C", "C", "C", "N", "O", "O", "O", "H", "H"], "coordinates": [[-0.668, -1.427, 0.379], [-1.102, 1.226, 0.052], [1.212, -0.103, -0.407], [-0.137, -0.165, 0.081], [-0.954, -2.467, 0.720], [-0.508, 2.192, -0.252], [-2.290, 0.953, 0.197], [1.263, -0.070, 1.006], [1.586, -0.976, -0.812], [1.597, 0.838, -0.964]], "mulliken_charge": [0.39, 0.60, -0.52, 0.22, -0.62, -0.52, -0.53, -0.51, 0.31, 0.19], "e_tot_ha": -433.95142, "homo_ev": [-1.4, -5.1], "gap_ev": [5.4, 5.9], "multiplicity": 3, "s_squared": 2.015, "charge": -1}


8.
{"formula": "C41H41AsNO6OsP3", "method": "wB97M-V/def2-TZVPD", "species": ["Os", "C", "C", "C", "C", "C", "C", "C", "P", "C", "C", "C", "C", "C", "C", "C", "C", "C", "C", "C", "C", "C", "C", "H", "H", "H", "H", "H", "H", "H", "H", "H", "H", "H", "H", "H", "H", "H", "H", "H", "H", "H", "H", "N", "C", "C", "P", "O", "O", "O", "P", "O", "O", "O", "H", "H", "H", "H", "H", "H", "H", "H", "C", "C", "C", "C", "C", "C", "As", "C", "C", "C", "C", "C", "C", "C", "C", "C", "C", "C", "C", "H", "H", "H", "H", "H", "H", "H", "H", "H", "H", "H", "H", "H"], "coordinates": [[0.183, 2.417, -0.669], [2.517, 3.431, -0.980], [3.526, 2.372, -1.345], [4.768, 2.721, -1.858], [5.716, 1.744, -2.128], [5.436, 0.407, -1.878], [4.199, 0.048, -1.365], [3.241, 1.025, -1.123], [1.681, 0.733, -0.263], [1.029, -0.970, -0.745], [0.186, -1.689, 0.162], [0.039, -3.259, 0.091], [0.083, -3.656, -2.023], [0.589, -2.452, -2.671], [1.090, -1.279, -2.149], [1.563, -0.287, -3.198], [2.243, 1.031, 1.432], [3.420, 0.541, 1.997], [3.832, 1.009, 3.229], [3.082, 1.980, 3.887], [1.939, 2.500, 3.304], [1.513, 2.036, 2.062], [0.309, 2.608, 1.375], [2.792, 4.422, -1.344], [2.359, 3.527, 0.098], [1.568, 3.308, -1.595], [5.001, 3.763, -2.040], [6.679, 2.029, -2.528], [6.179, -0.352, -2.082], [3.978, -0.997, -1.172], [0.159, -0.209, 1.723], [-0.111, -3.626, 1.103], [-0.103, -4.446, -2.744], [0.652, -2.517, -3.753], [1.078, -0.522, -4.144], [2.638, -0.322, -3.358], [1.297, 0.740, -2.947], [4.026, -0.187, 1.470], [4.743, 0.634, 3.675], [3.409, 2.350, 4.849], [1.380, 3.282, 3.805], [0.214, 3.683, 1.567], [-0.616, 2.143, 1.741], [-3.955, 3.386, -2.799], [-3.121, 3.642, -1.552], [-3.854, 4.672, -0.686], [-3.019, 1.970, -0.707], [-3.405, 2.202, 0.811], [-3.962, 1.126, -1.478], [-1.563, 1.474, -0.612], [-1.513, 4.375, -2.064], [-0.824, 3.091, -2.874], [-1.733, 5.495, -2.975], [-0.714, 4.370, -0.775], [-4.327, 2.415, -2.694], [-3.403, 3.454, -3.656], [-4.715, 4.062, -2.875], [-4.848, 4.316, -0.407], [-3.946, 5.616, -1.227], [-3.295, 4.855, 0.228], [-4.310, 1.949, 1.042], [-0.513, 3.323, -3.760], [-0.155, -6.264, -0.401], [-1.551, -5.854, -0.562], [-1.986, -4.618, -0.823], [-1.077, -3.455, -0.948], [1.000, -4.033, -0.791], [0.942, -5.507, -0.512], [-1.679, -1.583, -0.891], [0.170, -1.304, 1.651], [1.459, -1.859, 2.205], [1.551, -2.538, 3.368], [0.398, -2.828, 4.133], [-0.855, -2.476, 3.611], [-1.034, -1.801, 2.434], [-2.413, -1.515, 1.991], [-3.398, -1.259, 2.954], [-4.731, -1.106, 2.614], [-5.129, -1.183, 1.286], [-4.166, -1.373, 0.309], [-2.824, -1.539, 0.651], [-0.001, -7.314, -0.189], [-2.288, -6.643, -0.477], [-3.049, -4.448, -0.950], [2.029, -3.678, -0.856], [1.905, -5.989, -0.391], [2.344, -1.731, 1.594], [2.518, -2.895, 3.700], [0.472, -3.373, 5.062], [-1.735, -2.800, 4.153], [-3.108, -1.169, 3.992], [-5.461, -0.925, 3.392], [-6.171, -1.079, 1.012], [-4.462, -1.367, -0.735]], "mulliken_charge": [1.63, -2.07, 0.17, -0.79, -0.93, -0.74, -0.60, 0.86, 0.67, 0.63, -0.06, -0.71, -0.39, -2.02, 1.33, -2.04, 1.39, -0.58, -1.01, -0.83, -0.96, 0.79, -2.33, 0.61, 0.33, 0.50, 0.52, 0.43, 0.50, 0.40, -0.60, 0.84, 0.74, 0.57, 0.70, 0.27, 0.10, 0.44, 0.50, 0.47, 0.59, 0.73, 0.57, 0.02, 0.45, -1.96, 1.07, -0.56, -1.00, 0.05, 0.82, -0.52, -0.83, -0.78, 0.33, 0.34, 0.38, 0.48, 0.56, 0.38, 0.35, 0.30, -0.69, -0.48, -1.06, 0.90, 0.45, -1.17, 0.97, 1.65, -0.38, -1.15, -0.94, -0.93, 0.75, 0.41, -0.93, -1.03, -0.76, -1.26, 0.45, 0.46, 0.48, 0.43, 0.41, 0.44, 0.78, 0.56, 0.48, 0.68, 0.62, 0.45, 0.46, 0.42], "e_tot_ha": -5443.16677, "homo_ev": [-12.0, -12.0], "gap_ev": [4.3, 4.3], "charge": 2}


Copy entry 3 word for word.
{"formula": "C3H2N2O", "method": "wB97M-V/def2-TZVPD", "species": ["C", "C", "C", "N", "N", "O", "H", "H"], "coordinates": [[-1.128, 0.676, -1.528], [0.337, -0.121, 1.558], [0.442, -0.417, -0.936], [-1.942, 1.361, -1.958], [0.176, -0.368, 0.323], [1.080, -1.050, -1.686], [-0.185, -0.548, 2.391], [1.220, 0.466, 1.835]], "mulliken_charge": [0.00, -0.17, 0.49, -0.35, -0.11, -0.37, 0.27, 0.24], "e_tot_ha": -300.14670, "homo_ev": -11.2, "gap_ev": 10.0}